Density functional theory data (ωB97M-V with the def2-TZVPD basis set) for a 5-piece molecular cluster, C24H46INO12 overall at a distorted geometry.

Values from the calculation:
Charge: 0
HOMO level, eV: -9.6
Frontier orbital gap, eV: 8.6
SMILES string: CC(=O)OCCCCCNC(=O)OI.CCOC(C)=O.CCOC(C)=O.CCOC(C)=O.CCOC(C)=O
Molar mass, g mol⁻¹: 667.53

Last column: Mulliken charge in e.
Element x y z (Å)
C1 6.723 -1.055 4.813  -0.835
C2 5.707 -1.167 3.491  0.622
O1 5.079 -2.334 3.304  -0.542
O2 5.633 0.017 2.620  -0.350
C3 4.272 0.569 2.538  -0.060
C4 3.335 0.318 3.860  -0.834
C5 2.014 1.343 3.902  0.099
C6 1.038 0.807 5.144  -0.604
C7 -0.535 0.590 4.675  -0.495
N1 -0.599 -0.806 4.033  -0.210
C8 -1.828 -0.946 3.148  0.504
O3 -2.861 -0.060 3.203  -0.519
O4 -1.981 -2.033 2.129  -0.498
I1 -1.595 -3.843 3.007  0.307
H1 7.816 -1.429 4.520  0.305
H2 6.371 -1.805 5.671  0.286
H3 6.784 0.026 5.256  0.252
H4 4.403 1.752 2.445  0.238
H5 3.666 0.247 1.582  0.082
H6 2.862 -0.768 3.758  0.365
H7 3.885 0.434 4.888  0.232
H8 1.422 1.309 2.866  -0.177
H9 2.360 2.465 4.071  0.370
H10 1.445 -0.263 5.450  0.268
H11 1.144 1.585 6.014  0.350
H12 -1.178 0.544 5.666  0.351
H13 -0.853 1.445 3.941  0.159
H14 -0.726 -1.458 4.848  0.319
C9 -1.342 5.996 1.945  -0.939
C10 -0.460 5.925 0.714  -0.385
O5 0.617 4.988 0.906  -0.371
C11 0.514 3.653 0.726  0.788
C12 -0.846 3.044 0.551  -0.592
O6 1.515 2.939 0.778  -0.592
H15 -1.813 5.034 2.162  0.256
H16 -2.129 6.744 1.811  0.357
H17 -0.749 6.262 2.825  0.297
H18 -1.020 5.695 -0.197  0.357
H19 0.007 6.903 0.551  0.304
H20 -1.193 2.658 1.514  0.107
H21 -0.766 2.219 -0.163  0.069
H22 -1.589 3.728 0.145  0.353
C13 3.084 0.226 -3.219  -1.120
C14 2.145 0.476 -2.056  -0.199
O7 0.858 0.922 -2.521  -0.367
C15 -0.130 0.105 -2.948  0.771
C16 0.178 -1.342 -3.198  -1.014
O8 -1.247 0.557 -3.199  -0.551
H23 2.711 -0.562 -3.880  0.293
H24 4.074 -0.067 -2.859  0.376
H25 3.183 1.128 -3.831  0.321
H26 2.043 -0.393 -1.398  0.331
H27 2.548 1.286 -1.438  0.223
H28 0.378 -1.488 -4.263  0.258
H29 -0.693 -1.937 -2.906  0.312
H30 1.015 -1.724 -2.615  0.357
C17 -3.204 -9.010 -0.749  -0.939
C18 -3.629 -7.907 0.201  -0.378
O9 -2.574 -7.592 1.128  -0.340
C19 -1.542 -6.761 0.864  0.722
C20 -1.312 -6.310 -0.549  -0.833
O10 -0.758 -6.439 1.756  -0.617
H31 -2.345 -8.713 -1.356  0.275
H32 -4.025 -9.278 -1.420  0.347
H33 -2.900 -9.900 -0.189  0.301
H34 -3.973 -7.008 -0.320  0.348
H35 -4.475 -8.258 0.802  0.299
H36 -0.552 -6.948 -1.010  0.257
H37 -0.956 -5.276 -0.528  0.210
H38 -2.209 -6.311 -1.165  0.346
C21 -3.051 2.144 -4.668  -0.616
C22 -3.937 2.670 -5.780  -0.603
O11 -3.962 4.109 -5.781  -0.356
C23 -3.026 4.892 -6.361  0.729
C24 -1.744 4.270 -6.831  -0.852
O12 -3.192 6.110 -6.436  -0.589
H39 -2.013 2.464 -4.792  0.171
H40 -3.074 1.051 -4.641  0.335
H41 -3.385 2.528 -3.700  0.268
H42 -3.658 2.283 -6.764  0.377
H43 -4.968 2.343 -5.601  0.318
H44 -0.977 4.404 -6.062  0.217
H45 -1.430 4.775 -7.749  0.302
H46 -1.829 3.213 -7.079  0.316